[1]
25
Properties=species:S:1:pos:R:3 method="wB97M-V/def2-TZVPD" smiles="O=C=C=c1ccccc1=C=O.CNC" e_lumo_ev="-1.06 / -1.06" de_lowest_kcal_mol=165.6 orbital_gap_ev="6.846 / 6.844" e_homo_ev="-7.9 / -7.9" max_force_ev_per_a=4.3
C -1.24706 2.55614 -0.55643
C -0.48954 1.80920 -1.51336
C -2.11644 1.95963 0.27981
C -0.54283 0.45842 -1.61649
C -2.32926 0.52777 0.15551
C -1.44899 -0.30904 -0.75345
C -3.47856 0.46120 0.89913
C -1.43468 -2.84733 -0.51858
C -1.15288 -1.66227 -0.81283
C 2.83990 -0.29116 -0.28191
C 1.90460 -1.21510 1.79399
N 1.63358 -0.66762 0.52279
O -4.43128 0.55948 1.49918
O -1.22915 -3.99585 -0.30504
H -0.99294 3.52552 -0.44227
H 0.21995 2.25032 -2.13452
H -2.54068 2.60670 1.08612
H 0.05596 -0.22230 -2.10481
H 3.52123 0.47607 0.23118
H 3.48991 -1.12177 -0.41120
H 2.67021 0.30940 -1.21845
H 0.86232 -1.26039 2.27710
H 2.44947 -2.17496 1.90472
H 2.67800 -0.47931 2.11862
H 1.10917 -1.25273 -0.09883

[2]
72
Properties=species:S:1:pos:R:3 method="wB97M-V/def2-TZVPD" charge=+4 e_lumo_ev="-14.40 / -14.85" de_lowest_kcal_mol=46.2 orbital_gap_ev="5.105 / 4.671" e_homo_ev="-19.5 / -19.5" max_force_ev_per_a=5.6 spin_multiplicity=3
W 0.27922 -0.56028 0.08792
P 2.45869 -0.83470 0.91346
P 0.30472 1.98869 1.49926
P -0.57283 -2.40309 -1.17018
H -0.29530 3.97681 -1.79508
C -1.17035 3.56795 -2.33268
C -2.11397 2.80550 -1.73787
H -2.75289 2.95068 -0.84134
C 3.70245 0.20620 0.03989
C 2.64978 -0.42777 2.70270
C 2.87348 -2.58305 0.58154
C -1.03897 3.24039 1.40454
C 0.21792 1.95618 3.33755
C 1.71249 3.14561 1.25219
C -1.88865 -2.14512 -2.42350
C -1.21189 -3.75690 -0.13925
C 0.64274 -3.19986 -2.29028
H -1.17964 3.83177 -3.40922
H -2.31505 1.78977 -2.13900
H 4.72549 0.20096 0.44621
H 3.35808 1.24445 -0.00459
H 3.75382 -0.10781 -1.00861
H 3.55824 -0.79737 3.20042
H 1.76922 -0.80305 3.23949
H 2.63461 0.66315 2.81157
H 3.74951 -2.97931 1.11144
H 3.01624 -2.73634 -0.49538
H 2.00242 -3.19243 0.85105
H -0.80934 4.13658 2.00275
H -1.96487 2.78770 1.77499
H -1.18479 3.53794 0.37013
H 0.65435 2.89475 3.73302
H 0.77522 1.10584 3.73029
H -0.82548 1.84480 3.67718
H 1.60764 4.00323 1.93902
H 1.74851 3.52389 0.22372
H 2.66633 2.64804 1.45119
H -2.24232 -3.09727 -2.84198
H -1.50065 -1.55567 -3.25997
H -2.74958 -1.63906 -1.97806
H -1.66721 -4.51183 -0.80472
H -1.95713 -3.35187 0.56225
H -0.39319 -4.20051 0.45241
H 0.10312 -3.75614 -3.07713
H 1.30139 -3.86544 -1.71955
H 1.20743 -2.39737 -2.77222
C 0.47985 0.77006 -3.61805
C 1.62240 0.66025 -4.41081
C 1.50238 0.85648 -5.78360
C 0.24783 1.15490 -6.34777
C -0.90636 1.09186 -5.56980
C -0.77767 0.84021 -4.18953
S 0.70033 0.88471 -1.67404
H 0.21967 -1.73129 1.29970
H 2.54700 0.48135 -3.88871
H 2.37060 0.91971 -6.42752
H 0.21190 1.50706 -7.38829
H -1.89493 1.31758 -5.99252
H -1.66251 0.77255 -3.55791
C -3.75794 0.06879 3.94173
N -2.56281 -0.77086 3.91848
C -2.06508 -1.51945 4.99204
C -0.92208 -2.10321 4.58033
N -0.68330 -1.67083 3.27848
C -1.69392 -0.89178 2.87182
S -1.76546 -0.17432 1.25995
H -3.46569 1.12891 3.89744
H -4.37442 -0.14842 3.06548
H -4.35210 -0.12437 4.83988
H -2.53144 -1.65226 5.94774
H -0.20816 -2.73946 5.06206
H 0.08289 -2.07681 2.73788